No. 1
This record from the Open Molecules 2025 dataset describes a 2-piece molecular cluster, C3H4OS overall. The level of theory is wB97M-V/def2-TZVPD.

Last column: Mulliken charge in e.
Atoms and positions in Å:
C (-0.03, 1.90, -0.13)  0.10
C (0.04, 0.71, -0.12)  -0.19
C (0.19, -0.68, -0.04)  -1.12
O (-3.33, -0.87, -0.17)  -0.29
S (-3.78, 0.46, 0.25)  0.27
H (-0.18, 2.96, -0.37)  0.38
H (-0.63, -1.33, -0.49)  0.24
H (0.03, -1.09, 1.05)  0.25
H (0.96, -1.08, -0.57)  0.35

Properties
relative energy (zero: lowest compared OMol25 entry of this formula, charge and spin): 91.2 kcal per mole
highest occupied orbital energy (alpha / beta): -9.236 / -9.165 eV
orbital gap (alpha / beta): 7.80 / 7.70 eV
DFT total energy: -16054.1541 eV
structure (SMILES): C#CC.O=S
net charge: 0
E_LUMO (alpha / beta): -1.43 / -1.46 eV

No. 2
This record from the Open Molecules 2025 dataset describes a 2-piece molecular cluster, C27H30N5 overall. The level of theory is wB97M-V/def2-TZVPD.

Last column: Mulliken charge in e.
Atoms and positions in Å:
C (1.77, 4.73, -1.87)  -0.98
N (2.15, 3.33, -1.85)  0.18
C (1.31, 2.32, -1.50)  -0.86
C (2.05, 1.12, -1.34)  -0.09
C (1.64, 0.03, -0.53)  0.45
C (2.26, -1.26, -0.64)  1.47
C (2.87, -1.69, -1.86)  -0.64
C (3.77, -2.76, -1.87)  -0.41
C (4.02, -3.49, -0.70)  -0.44
C (3.32, -3.16, 0.47)  -0.63
C (2.40, -2.11, 0.49)  -0.47
C (3.43, 1.45, -1.75)  0.82
C (4.65, 0.80, -1.59)  -0.13
C (5.84, 1.51, -1.82)  -0.87
C (5.83, 2.89, -2.06)  -0.65
C (4.62, 3.59, -2.14)  -0.77
C (3.45, 2.84, -2.03)  0.06
H (2.52, 5.28, -2.43)  0.34
H (0.79, 4.84, -2.34)  0.37
H (1.71, 5.16, -0.86)  0.33
H (0.25, 2.49, -1.34)  0.53
H (1.21, 0.32, 0.43)  0.04
H (2.69, -1.12, -2.77)  0.50
H (4.31, -3.00, -2.79)  0.42
H (4.76, -4.29, -0.70)  0.40
H (3.52, -3.72, 1.39)  0.41
H (1.85, -1.88, 1.40)  0.31
H (4.67, -0.24, -1.28)  0.26
H (6.79, 0.98, -1.77)  0.40
H (6.77, 3.43, -2.18)  0.38
H (4.57, 4.67, -2.26)  0.23
C (-0.87, -0.20, 4.15)  -1.14
N (-2.04, -0.45, 3.33)  0.00
C (-3.30, -0.08, 3.94)  -0.59
C (-4.48, -0.76, 3.26)  -0.81
N (-4.35, -0.79, 1.82)  -0.14
C (-5.59, -1.00, 1.11)  -0.85
C (-5.37, -1.52, -0.30)  -0.53
N (-4.18, -0.97, -0.92)  0.03
C (-4.18, -1.02, -2.37)  -1.19
C (-3.02, -0.87, -0.20)  -0.06
C (-1.72, -0.85, -0.77)  -1.01
N (-0.63, -0.62, -0.03)  -0.13
C (-0.71, -0.55, 1.30)  -0.32
C (-1.95, -0.62, 1.98)  -0.48
C (-3.13, -0.78, 1.22)  1.37
H (-0.11, -0.98, 3.97)  0.38
H (-0.42, 0.79, 3.97)  0.34
H (-1.19, -0.25, 5.19)  0.33
H (-3.24, -0.37, 4.99)  0.41
H (-3.45, 1.02, 3.90)  0.28
H (-4.56, -1.79, 3.66)  0.33
H (-5.41, -0.22, 3.52)  0.41
H (-6.20, -1.72, 1.67)  0.41
H (-6.17, -0.06, 1.07)  0.34
H (-5.30, -2.62, -0.24)  0.29
H (-6.22, -1.27, -0.94)  0.35
H (-3.54, -0.24, -2.78)  0.38
H (-3.86, -2.00, -2.76)  0.37
H (-5.22, -0.86, -2.70)  0.35
H (-1.58, -1.03, -1.84)  0.51
H (0.19, -0.37, 1.89)  0.41

Properties
highest occupied orbital energy: -9.425 eV
orbital gap: 5.31 eV
DFT total energy: -35929.0853 eV
net charge: +1
E_LUMO: -4.12 eV

No. 3
This record from the Open Molecules 2025 dataset describes C21H26I2N11O2RuS as an isolated structure. The level of theory is wB97M-V/def2-TZVPD.

Last column: Mulliken charge in e.
Atoms and positions in Å:
Ru (0.25, 0.04, 0.16)  0.52
I (-4.60, 0.88, 5.74)  0.25
C (-3.56, 1.02, 3.99)  -0.29
C (-3.29, 2.28, 3.44)  -0.31
C (-2.58, 2.36, 2.27)  -0.24
I (-2.12, 4.19, 1.47)  0.17
C (-2.07, 1.16, 1.63)  0.64
O (-1.34, 1.29, 0.60)  -0.62
C (-2.41, -0.14, 2.19)  0.40
C (-2.03, -1.46, 1.54)  -0.85
N (-1.75, -1.25, 0.12)  -0.17
C (-1.41, -2.35, -0.76)  -1.29
C (-0.84, -1.73, -2.02)  1.13
C (-0.90, -2.37, -3.24)  -1.00
C (-0.35, -1.75, -4.35)  -0.34
C (0.21, -0.49, -4.21)  -1.00
C (0.22, 0.09, -2.96)  -0.33
N (-0.28, -0.52, -1.88)  0.30
C (-3.14, -0.17, 3.34)  -0.64
H (-3.62, 3.17, 3.94)  0.38
H (-2.85, -2.17, 1.71)  0.69
H (-1.13, -1.87, 2.01)  0.31
H (-2.49, -0.69, -0.30)  0.28
H (-2.27, -2.98, -1.01)  0.60
H (-0.66, -2.99, -0.28)  0.40
H (-1.37, -3.34, -3.32)  0.49
H (-0.37, -2.24, -5.31)  0.42
H (0.62, 0.05, -5.05)  0.47
H (0.63, 1.08, -2.80)  0.61
H (-3.41, -1.13, 3.78)  0.47
N (2.35, -1.41, 2.45)  -0.05
C (2.30, -1.95, 1.20)  0.03
N (3.03, -2.97, 0.81)  -0.47
N (2.67, -3.16, -0.48)  -0.73
N (1.78, -2.33, -0.86)  -0.48
N (1.50, -1.51, 0.22)  1.23
C (1.73, -0.24, 2.80)  0.08
N (1.92, 0.39, 3.93)  -0.52
N (1.08, 1.45, 3.86)  -0.72
N (0.46, 1.49, 2.75)  -0.31
N (0.82, 0.38, 2.03)  1.02
H (3.08, -1.74, 3.07)  0.28
C (6.46, 0.58, -2.74)  -1.37
C (5.43, 1.22, -1.82)  -0.30
C (4.06, 0.59, -2.02)  -1.00
S (2.86, 1.08, -0.78)  1.04
O (3.47, 0.83, 0.56)  -0.71
C (2.77, 2.85, -1.04)  -1.38
C (1.54, 3.45, -0.37)  0.41
C (1.30, 4.88, -0.83)  -1.52
H (7.44, 1.04, -2.61)  0.39
H (6.18, 0.70, -3.79)  0.35
H (6.56, -0.48, -2.54)  0.35
H (5.37, 2.30, -2.01)  0.24
H (5.72, 1.10, -0.78)  0.35
H (4.10, -0.50, -1.90)  0.52
H (3.62, 0.80, -3.00)  0.47
H (2.78, 3.04, -2.11)  0.50
H (3.69, 3.24, -0.60)  0.65
H (1.65, 3.41, 0.72)  0.31
H (0.65, 2.85, -0.60)  -0.12
H (2.16, 5.51, -0.60)  0.37
H (0.43, 5.31, -0.33)  0.29
H (1.14, 4.93, -1.90)  0.36

Properties
highest occupied orbital energy (alpha / beta): -11.227 / -11.257 eV
orbital gap (alpha / beta): 8.30 / 5.27 eV
DFT total energy: -72294.0756 eV
multiplicity: 5
net charge: +1
E_LUMO (alpha / beta): -2.92 / -5.99 eV

No. 4
This record from the Open Molecules 2025 dataset describes a 2-piece molecular cluster, CH6S3 overall. The level of theory is wB97M-V/def2-TZVPD.

Last column: Mulliken charge in e.
Atoms and positions in Å:
S (2.11, 2.00, -1.14)  -0.30
H (3.06, 1.13, -0.78)  0.15
H (2.80, 2.54, -2.15)  0.14
C (-1.55, -0.45, 1.40)  -0.82
S (-0.10, -0.30, 0.37)  0.02
S (-0.11, -2.02, -0.74)  -0.22
H (-1.93, -1.47, 1.48)  0.32
H (-2.37, 0.20, 1.05)  0.28
H (-1.34, -0.10, 2.40)  0.27
H (-0.59, -1.52, -1.87)  0.16

Properties
relative energy (zero: lowest compared OMol25 entry of this formula, charge and spin): 2.9 kcal per mole
highest occupied orbital energy: -8.960 eV
orbital gap: 9.60 eV
DFT total energy: -33639.7714 eV
structure (SMILES): CSS.S
net charge: 0
E_LUMO: 0.64 eV

No. 5
This record from the Open Molecules 2025 dataset describes one molecule with the formula C2H4O2. The level of theory is wB97M-V/def2-TZVPD.

Last column: Mulliken charge in e.
Atoms and positions in Å:
C (0.39, -0.13, -0.35)  0.19
C (-0.98, 0.18, 0.16)  -1.04
O (2.59, -0.25, -0.01)  -0.58
O (1.40, 0.12, 0.38)  0.11
H (0.69, -0.60, -1.35)  0.35
H (-1.35, -0.70, 0.60)  0.29
H (-1.81, 0.51, -0.40)  0.36
H (-0.93, 0.86, 0.97)  0.32

Properties
relative energy (zero: lowest compared OMol25 entry of this formula, charge and spin): 129.4 kcal per mole
highest occupied orbital energy: -9.075 eV
orbital gap: 9.10 eV
DFT total energy: -6228.6967 eV
net charge: 0
E_LUMO: 0.03 eV

No. 6
This record from the Open Molecules 2025 dataset describes one molecule with the formula C5H7NO. The level of theory is wB97M-V/def2-TZVPD.

Last column: Mulliken charge in e.
Atoms and positions in Å:
C (0.55, 1.43, -1.09)  -1.37
C (-0.26, 0.58, -0.13)  0.68
C (0.02, -0.98, -0.28)  -0.73
C (-0.54, -1.97, 0.67)  -0.61
O (0.12, -1.33, 2.42)  -0.43
C (0.05, 0.77, 1.34)  -0.16
N (0.10, -0.14, 2.07)  0.35
H (0.35, 2.50, -0.94)  0.37
H (0.28, 1.18, -2.12)  0.35
H (1.62, 1.26, -0.97)  0.34
H (-1.33, 0.78, -0.25)  0.23
H (-0.48, -1.32, -1.22)  0.42
H (1.10, -1.11, -0.43)  0.30
H (-1.58, -1.66, 0.93)  0.26

Properties
relative energy (zero: lowest compared OMol25 entry of this formula, charge and spin): 175.5 kcal per mole
highest occupied orbital energy: -8.248 eV
orbital gap: 7.63 eV
DFT total energy: -8828.5922 eV
net charge: 0
E_LUMO: -0.62 eV

No. 7
This record from the Open Molecules 2025 dataset describes one molecule with the formula C5H8O2. The level of theory is wB97M-V/def2-TZVPD.

Last column: Mulliken charge in e.
Atoms and positions in Å:
O (0.52, 1.32, -2.07)  -0.53
C (1.14, 0.26, -1.30)  -0.52
C (0.18, 0.03, -0.06)  0.31
C (0.28, 0.32, 1.50)  -0.68
C (-0.93, -0.62, 1.67)  0.47
O (-1.60, -0.94, 2.61)  -0.56
C (-0.98, -1.02, 0.19)  -0.56
H (0.11, 0.99, -2.88)  0.29
H (1.34, -0.62, -1.93)  0.26
H (2.13, 0.67, -1.03)  0.22
H (-0.41, 0.89, -0.34)  0.17
H (1.10, 0.11, 2.20)  0.33
H (-0.02, 1.36, 1.67)  0.23
H (-0.95, -2.11, 0.07)  0.32
H (-1.90, -0.65, -0.29)  0.24

Properties
relative energy (zero: lowest compared OMol25 entry of this formula, charge and spin): 56.7 kcal per mole
highest occupied orbital energy: -9.546 eV
orbital gap: 10.23 eV
DFT total energy: -9407.3751 eV
structure (SMILES): O=C1CC(CO)C1
net charge: 0
E_LUMO: 0.68 eV

No. 8
This record from the Open Molecules 2025 dataset describes a 2-piece molecular cluster, C4H6Cl2OS overall. The level of theory is wB97M-V/def2-TZVPD.

Last column: Mulliken charge in e.
Atoms and positions in Å:
C (0.01, -0.60, 2.88)  0.03
C (-0.83, -1.41, 0.01)  -1.39
C (0.82, 0.81, -0.04)  -0.90
C (0.48, -0.64, -0.02)  0.68
O (1.11, -1.85, 4.91)  -0.52
S (0.13, -1.90, 3.82)  0.31
Cl (0.86, 0.84, 3.19)  -0.14
Cl (1.88, -1.58, 0.10)  -0.12
H (-1.67, -1.08, 0.69)  0.31
H (-1.19, -1.32, -0.96)  0.39
H (-0.67, -2.34, 0.30)  0.52
H (1.22, 1.08, 0.93)  0.17
H (1.63, 1.12, -0.76)  0.35
H (-0.01, 1.43, -0.25)  0.32

Properties
relative energy (zero: lowest compared OMol25 entry of this formula, charge and spin): 115.6 kcal per mole
highest occupied orbital energy (alpha / beta): -7.760 / -9.008 eV
orbital gap (alpha / beta): 5.24 / 8.23 eV
DFT total energy: -42167.2635 eV
net charge: 0
E_LUMO (alpha / beta): -2.52 / -0.77 eV

No. 9
This record from the Open Molecules 2025 dataset describes C31H43N2OZr as an isolated structure. The level of theory is wB97M-V/def2-TZVPD.

Last column: Mulliken charge in e.
Atoms and positions in Å:
C (-2.20, 1.63, 0.61)  1.08
C (-1.99, 0.78, 1.74)  0.21
C (-2.21, -0.57, 1.32)  1.63
C (-2.42, -0.58, -0.10)  0.34
C (-2.44, 0.80, -0.54)  0.72
Zr (-0.17, 0.24, 0.09)  -0.30
C (2.36, -1.28, -1.28)  2.24
C (1.48, -0.08, -1.65)  -1.12
H (2.05, 0.85, -1.76)  0.48
C (0.16, -0.12, -2.14)  -0.86
H (-0.31, -1.05, -2.50)  0.37
H (-0.23, 0.77, -2.66)  0.49
C (3.80, -0.93, -1.63)  -2.07
H (4.18, -0.12, -1.00)  0.38
H (4.46, -1.79, -1.50)  0.51
H (3.86, -0.61, -2.67)  0.49
C (1.96, -2.57, -2.02)  -2.02
H (0.94, -2.90, -1.78)  0.32
H (2.03, -2.40, -3.10)  0.45
H (2.64, -3.38, -1.76)  0.44
C (-1.75, 1.21, 3.15)  -2.15
H (-1.20, 2.16, 3.18)  0.37
H (-2.69, 1.34, 3.69)  0.37
H (-1.15, 0.47, 3.69)  0.39
C (-2.46, -1.70, 2.26)  -2.00
H (-1.54, -2.04, 2.73)  0.46
H (-3.14, -1.39, 3.07)  0.40
H (-2.93, -2.55, 1.75)  0.43
C (-2.73, -1.77, -0.93)  -1.84
H (-2.12, -2.64, -0.64)  0.30
H (-3.78, -2.07, -0.83)  0.37
H (-2.54, -1.59, -2.00)  0.37
C (-2.87, 1.27, -1.88)  -1.81
H (-2.49, 0.63, -2.68)  0.34
H (-3.97, 1.28, -1.96)  0.36
H (-2.53, 2.30, -2.08)  0.38
C (-2.42, 3.10, 0.70)  -1.43
H (-2.46, 3.57, -0.29)  0.35
H (-3.37, 3.33, 1.21)  0.32
H (-1.62, 3.59, 1.27)  0.31
C (0.90, -1.63, 0.71)  0.66
C (2.26, -1.57, 0.17)  1.95
C (0.51, -2.84, 1.32)  -0.87
C (3.26, -2.51, 0.73)  -0.64
H (2.20, -0.56, 0.84)  -0.77
C (1.46, -3.76, 1.75)  -0.65
H (-0.54, -3.09, 1.47)  0.49
C (2.83, -3.57, 1.49)  -0.74
H (4.31, -2.34, 0.51)  0.48
H (1.16, -4.66, 2.30)  0.44
H (3.57, -4.28, 1.87)  0.43
C (6.03, 5.54, 4.32)  -1.23
C (5.86, 4.96, 2.93)  -0.61
N (4.46, 4.84, 2.48)  0.17
C (3.58, 5.97, 2.85)  -0.72
C (4.04, 7.28, 2.25)  -1.17
C (4.00, 3.60, 2.08)  -0.06
O (4.62, 2.57, 2.31)  -0.69
C (2.75, 3.54, 1.25)  -0.03
C (2.41, 4.57, 0.36)  0.25
C (1.32, 4.40, -0.48)  -1.26
C (0.63, 3.19, -0.47)  -0.14
N (0.97, 2.18, 0.38)  0.38
C (2.04, 2.34, 1.22)  -0.51
H (5.79, 6.60, 4.36)  0.30
H (7.08, 5.42, 4.61)  0.41
H (5.42, 5.00, 5.05)  0.32
H (6.38, 5.60, 2.20)  0.31
H (6.29, 3.96, 2.88)  0.45
H (2.56, 5.74, 2.54)  0.53
H (3.59, 6.05, 3.95)  0.46
H (4.16, 7.21, 1.16)  0.31
H (3.28, 8.05, 2.44)  0.38
H (4.98, 7.63, 2.69)  0.34
H (3.02, 5.48, 0.32)  0.47
H (0.98, 5.19, -1.16)  0.47
H (-0.21, 3.01, -1.16)  0.37
H (2.31, 1.47, 1.83)  0.65

Properties
highest occupied orbital energy (alpha / beta): -8.779 / -8.780 eV
orbital gap (alpha / beta): 4.77 / 4.77 eV
DFT total energy: -39144.7280 eV
net charge: +1
E_LUMO (alpha / beta): -4.01 / -4.01 eV

No. 10
This record from the Open Molecules 2025 dataset describes a 2-piece molecular cluster, C3H6N2O overall. The level of theory is wB97M-V/def2-TZVPD.

Last column: Mulliken charge in e.
Atoms and positions in Å:
O (-1.54, -1.01, 2.01)  -0.58
C (-0.92, -0.71, 1.02)  0.29
N (0.15, -1.28, 0.42)  -0.10
C (0.53, -0.57, -0.79)  -0.02
C (-0.44, 0.59, -0.90)  -0.50
N (-1.20, 0.42, 0.17)  0.05
H (0.53, -2.16, 0.74)  0.18
H (0.46, -1.19, -1.68)  0.26
H (1.55, -0.17, -0.73)  0.23
H (1.72, 2.66, -0.15)  0.21
H (1.13, 2.39, -0.51)  -0.21
H (-1.97, 1.03, 0.42)  0.19

Properties
relative energy (zero: lowest compared OMol25 entry of this formula, charge and spin): 62.1 kcal per mole
highest occupied orbital energy: -9.101 eV
orbital gap: 9.89 eV
DFT total energy: -8234.0065 eV
net charge: 0
E_LUMO: 0.79 eV

No. 11
This record from the Open Molecules 2025 dataset describes a 2-piece molecular cluster, CH3IN2O2 overall. The level of theory is wB97M-V/def2-TZVPD.

Last column: Mulliken charge in e.
Atoms and positions in Å:
C (-0.37, -1.37, 0.55)  0.57
N (-1.54, 0.89, -0.03)  -0.61
N (-0.87, -0.30, 0.38)  0.00
O (-0.06, -2.40, 0.96)  -0.47
O (1.65, -0.71, -0.85)  -0.66
I (2.43, 0.94, -0.65)  0.50
H (-0.99, 1.31, -0.91)  0.25
H (-2.51, 0.64, -0.35)  0.26
H (2.25, 1.00, 0.90)  0.16

Properties
relative energy (zero: lowest compared OMol25 entry of this formula, charge and spin): 109.3 kcal per mole
highest occupied orbital energy: -8.976 eV
orbital gap: 8.49 eV
DFT total energy: -16255.6689 eV
net charge: 0
E_LUMO: -0.49 eV

No. 12
This record from the Open Molecules 2025 dataset describes C6H9NO as an isolated structure. The level of theory is wB97M-V/def2-TZVPD.

Last column: Mulliken charge in e.
Atoms and positions in Å:
C (-0.43, -0.96, -0.05)  -0.38
C (0.28, -0.05, 0.98)  -0.19
C (1.66, -0.49, 0.61)  -0.60
C (1.76, -0.09, -0.69)  -0.49
C (0.39, 0.08, -0.93)  -0.20
C (0.06, 1.06, 0.09)  -0.24
H (-2.22, -2.31, -0.35)  0.28
H (-2.40, -0.22, -0.73)  0.32
H (-0.01, -1.91, -0.21)  0.57
H (0.00, 0.28, 2.12)  0.35
H (2.32, -0.99, 1.26)  0.45
H (2.87, 0.19, -1.09)  0.21
H (-0.06, 0.15, -1.97)  0.37
H (0.70, 2.02, 0.13)  0.34
H (-1.22, 1.90, -0.67)  0.40
N (-1.77, -1.14, 0.00)  -0.65
O (-1.23, 1.44, 0.18)  -0.53

Properties
relative energy (zero: lowest compared OMol25 entry of this formula, charge and spin): 180.7 kcal per mole
highest occupied orbital energy: -8.545 eV
orbital gap: 9.33 eV
DFT total energy: -9897.7671 eV
net charge: 0
E_LUMO: 0.78 eV

Among the records above, which one has the lowest DFT total energy?
C21H26I2N11O2RuS